No. 1
Computed, not measured: a structure of composition C7H24ClCrO7S at a distorted geometry, with ωB97M-V/def2-TZVPD.

Values from the calculation:
E_HOMO (spin up / spin down): -10.864 / -12.023 eV
Relative energy (zero: lowest compared OMol25 entry of this formula, charge and spin): 0.0 kcal per mole
DFT total energy: -2710.4311 a.u.
F_max: 1.283 eV/Å

```
! wB97M-V def2-TZVPD RIJCOSX def2/J DEFGRID3
* xyz 1 5
Cr 1.214 1.402 -0.307
Cl 3.089 2.878 -0.252
O -3.152 -0.607 -0.410
S -1.800 -1.019 -0.440
O -0.771 -0.020 -0.409
O -1.477 -1.934 0.790
C -2.552 -2.573 1.516
C -2.345 -4.078 1.561
C -1.504 -2.085 -1.827
H -3.522 -2.299 1.107
H -2.549 -2.165 2.528
H -2.454 -4.551 0.583
H -3.102 -4.539 2.198
H -1.371 -4.332 1.977
H -0.525 -1.849 -2.228
H -2.303 -1.919 -2.547
H -1.582 -3.114 -1.486
C 2.590 0.048 -2.785
O 1.519 0.936 -2.367
H 2.350 -0.987 -2.550
H 2.791 0.186 -3.843
H 3.475 0.355 -2.233
H 0.741 0.765 -2.905
C -0.070 4.102 -1.285
O -0.364 2.702 -1.119
H -0.862 4.605 -1.839
H 0.027 4.569 -0.308
H 0.866 4.217 -1.828
H -1.196 2.474 -1.541
C 0.868 2.550 2.680
O 0.289 1.944 1.501
H 1.810 3.005 2.391
H 0.190 3.305 3.073
H 1.013 1.778 3.433
H -0.628 2.207 1.379
C 1.784 -0.941 1.659
O 2.088 -0.541 0.307
H 2.630 -0.724 2.308
H 0.892 -0.414 1.989
H 1.554 -2.006 1.707
H 2.348 -1.328 -0.177
*
```

Atomic partial charges in e from the Mulliken method, atoms 1 to 4:
1. Cr 0.6883
2. Cl -0.5800
3. O -0.6798
4. S 1.0884

No. 2
Computed, not measured: an isolated molecule of C5H6O, with ωB97M-V/def2-TZVPD.

Values from the calculation:
E_HOMO: -8.675 eV
Relative energy (zero: lowest compared OMol25 entry of this formula, charge and spin): 6.2 kcal per mole
DFT total energy: -269.3364 a.u.
F_max: 0.248 eV/Å

```
! wB97M-V def2-TZVPD RIJCOSX def2/J DEFGRID3
* xyz 0 1
C -1.759 -0.093 -0.015
C -0.271 0.083 -0.011
C 0.713 -0.961 0.100
C 1.921 -0.352 0.060
O 1.778 0.988 -0.067
C 0.443 1.233 -0.108
H -2.275 0.860 -0.167
H -2.107 -0.518 0.933
H -2.068 -0.775 -0.814
H 0.524 -2.023 0.195
H 2.938 -0.714 0.105
H 0.164 2.272 -0.209
*
```

Atomic partial charges in e from the Mulliken method, atoms 1 to 4:
1. C -1.1138
2. C 0.8026
3. C -0.5241
4. C -0.2957